<i>
The following is a quantum chemistry calculation of a structure of composition C4H6N2OS, from OMol25.

Values from the calculation:
E_HOMO = -8.4 eV
LUMO level = 0.015 eV
Molecular weight = 130.2 g/mol
Spin multiplicity = 1
Net charge = 0

XYZ file:
```
14
C4H6N2OS (wB97M-V/def2-TZVPD)
C -0.4924 0.7143 0.6089
C -1.2074 -0.6086 0.4635
C -0.7397 -1.2327 -0.6058
C 0.4877 0.5487 -0.5952
H -0.2952 0.3151 2.6574
H 0.7802 2.0011 1.7588
H -1.0945 1.5225 0.2571
H -2.0415 -0.8753 0.9221
H -1.2566 -1.9933 -1.2326
H 2.2671 -0.9901 -1.6220
N 0.4549 0.8314 1.6968
N 0.2956 -0.6356 -1.1672
O 1.0830 -1.2041 -2.1051
S 1.7587 1.6067 -1.0368
```



<ii>
The following is a quantum chemistry calculation of the molecule C4H6N2OS, from OMol25.

Values from the calculation:
E_HOMO = -8.7 eV
LUMO level = -1.146 eV
Molecular weight = 130.2 g/mol
Structure (SMILES) = O/N=C1/NCCC1=S
Spin multiplicity = 1
Net charge = 0

XYZ file:
```
14
C4H6N2OS (wB97M-V/def2-TZVPD)
C -0.5620 0.7512 -0.1211
C 1.5944 -0.0517 0.2220
C 0.7270 -1.2452 -0.1601
C -0.6887 -0.7093 -0.0946
H -2.8629 0.4248 -0.0128
H 1.0411 2.0066 0.1008
H 1.7646 -0.0178 1.3217
H 2.5848 -0.0758 -0.2583
H 0.8878 -2.1329 0.4804
H 0.9250 -1.5141 -1.2151
N -1.4250 1.7025 -0.0380
N 0.7990 1.0758 -0.2552
O -2.7423 1.3907 0.0353
S -2.0428 -1.6046 -0.0049
```



<iii>
The following is a quantum chemistry calculation of the molecule C4H6N2OS, from OMol25.

Values from the calculation:
E_HOMO = -8.5 eV
LUMO level = 0.199 eV
Molecular weight = 130.2 g/mol
Structure (SMILES) = O=C1NCCNC1=S
Spin multiplicity = 1
Net charge = 0

XYZ file:
```
14
C4H6N2OS (wB97M-V/def2-TZVPD)
C 0.8787 1.2885 0.0822
C -1.2734 0.1151 -0.4251
C -0.7315 -1.0121 0.4152
C 1.5622 -0.1023 0.0556
H -0.8852 2.2304 -0.2859
H -2.2830 0.3129 -0.1404
H -1.3063 -0.2302 -1.4951
H -1.2587 -1.9091 0.1065
H -0.8645 -0.8370 1.4955
H 1.1910 -2.0419 0.1363
N -0.4488 1.3056 -0.2386
N 0.7094 -1.1319 0.1268
O 1.5503 2.2658 0.3631
S 3.1598 -0.2537 -0.1962
```



<iv>
The following is a quantum chemistry calculation of the molecule C4H6N2OS, from OMol25.

Values from the calculation:
E_HOMO = -8.7 eV
LUMO level = -0.558 eV
Molecular weight = 130.2 g/mol
Structure (SMILES) = C=CC(=S)N/C=N\O
Spin multiplicity = 1
Net charge = 0

XYZ file:
```
14
C4H6N2OS (wB97M-V/def2-TZVPD)
C -1.3884 -0.8315 -0.0360
C 0.9439 -0.0622 0.0599
C 1.8743 1.0913 -0.0562
C 1.4983 2.3573 0.0307
H -3.7824 0.8476 0.1867
H -1.1171 -1.8634 -0.1040
H -0.8413 1.0535 -0.1594
H 2.9228 0.8632 -0.2977
H 0.5309 2.6613 0.4940
H 2.1881 3.1297 -0.2647
N -2.6439 -0.5908 -0.0389
N -0.4038 0.1370 -0.0365
O -2.8280 0.7852 0.0165
S 1.6555 -1.5704 0.0344
```



Which structure loses on stability? <i> does.



<i>
The following is a quantum chemistry calculation of the molecule C4H6N2OS, from OMol25.

Values from the calculation:
E_HOMO = -8.4 eV
LUMO level = 0.714 eV
Molecular weight = 130.2 g/mol
Structure (SMILES) = O/N=C1\CC=CN1S
Spin multiplicity = 1
Net charge = 0

XYZ file:
```
14
C4H6N2OS (wB97M-V/def2-TZVPD)
C -0.5901 -0.0161 -0.3306
C -0.0599 -0.0330 -1.7880
C 1.3509 -0.1050 -1.7726
C 1.7833 -0.0156 -0.5396
H -3.5851 0.1873 0.0467
H -0.3372 -0.9131 -2.3178
H -0.6676 0.8600 -2.2366
H 1.9636 -0.4650 -2.6438
H 2.7640 0.0406 -0.0083
H 0.9310 -1.0269 2.4163
N -1.6684 -0.1053 0.3113
N 0.6635 0.3116 0.3420
O -2.7405 -0.3398 -0.5740
S 0.8116 0.2256 1.9592
```



<ii>
The following is a quantum chemistry calculation of a structure of composition C4H6N2OS, from OMol25.

Values from the calculation:
E_HOMO = -8.5 eV
LUMO level = 0.022 eV
Molecular weight = 130.2 g/mol
Spin multiplicity = 1
Net charge = 0

XYZ file:
```
14
C4H6N2OS (wB97M-V/def2-TZVPD)
C -2.4992 -0.7730 -0.2395
C -1.0310 -0.5008 -0.5030
C -0.2585 0.0466 -1.5737
C 0.9808 0.0443 0.2281
H -4.2744 0.7184 0.3543
H -2.8849 0.0924 1.7017
H -3.0043 -0.6169 -1.2545
H -2.4015 -1.7545 0.1472
H -0.2347 -0.1105 -2.7401
H 3.4910 -0.0434 -0.2671
N -3.0463 0.4405 0.4601
N -0.2154 -0.6183 0.5939
O 0.9525 0.3494 -1.0966
S 2.5855 0.4538 0.9988
```



Which structure loses on stability? <ii> does.



<i>
The following is a quantum chemistry calculation of a cluster of 2 separate species, C4H11N2O2 in total, from OMol25.

Values from the calculation:
E_HOMO (alpha / beta) = -11.1 / -11.0 eV
LUMO level (alpha / beta) = -3.681 / -4.015 eV
Molecular weight = 119.1 g/mol
Spin multiplicity = 1
Net charge = +1

XYZ file:
```
19
C4H11N2O2 (wB97M-V/def2-TZVPD)
C 0.5930 -0.7242 -0.6351
C -0.5918 1.3520 0.5052
C -2.3429 -0.1232 0.5548
C 2.0231 -0.6601 -0.1284
N -0.0380 2.5213 -0.1630
N -0.2944 -1.5166 -0.1106
O -1.6642 0.8107 -0.0535
O -3.0290 -0.8527 -0.3615
H 0.4139 -0.4512 -1.5843
H -0.4846 1.1276 1.5680
H -2.3697 -0.5468 1.5590
H 2.5006 0.3068 -0.2482
H 2.5498 -1.2967 -0.8163
H 2.0651 -0.9845 0.8402
H -0.3938 2.8041 -0.9822
H 0.0236 3.3704 0.3702
H -1.0919 -2.0133 -0.5224
H -0.2196 -1.7344 0.9372
H -3.1551 -0.3400 -1.1333
```



<ii>
The following is a quantum chemistry calculation of the ion C4H11N2O2 with charge +1, from OMol25.

Values from the calculation:
E_HOMO = -14.5 eV
LUMO level = -3.506 eV
Molecular weight = 119.1 g/mol
Structure (SMILES) = NC(=O)[C@@H]([NH3+])CCO
Spin multiplicity = 1
Net charge = +1

XYZ file:
```
19
C4H11N2O2 (wB97M-V/def2-TZVPD)
N 1.0834 0.2736 -1.1384
C -0.2987 0.0194 -0.6183
C -0.3264 -1.0325 0.5927
C 0.7988 -2.0809 0.5814
O 1.8145 -1.8643 1.5262
C -0.8709 1.4207 -0.3352
N -1.9831 1.5449 0.4262
O -0.5242 2.2567 -1.1495
H 0.9815 0.6925 -2.0649
H 1.6418 -0.5768 -1.0581
H 1.5620 1.0063 -0.6018
H -0.8982 -0.4154 -1.4318
H -1.3205 -1.4556 0.5235
H -0.2005 -0.5631 1.5757
H 1.4416 -2.0361 -0.3314
H 0.3379 -3.0620 0.6002
H 1.5970 -2.2217 2.4068
H -2.2866 0.7918 1.0223
H -2.7314 2.1139 0.0590
```



<iii>
The following is a quantum chemistry calculation of the ion C4H11N2O2 with charge +1, from OMol25.

Values from the calculation:
E_HOMO = -14.0 eV
LUMO level = -3.385 eV
Molecular weight = 119.1 g/mol
Structure (SMILES) = N[C@H](CC[NH3+])C(=O)O
Spin multiplicity = 1
Net charge = +1

XYZ file:
```
19
C4H11N2O2 (wB97M-V/def2-TZVPD)
O -1.0768 -2.0385 -0.0873
C -1.1400 -1.0309 0.5577
O -2.1090 -0.9011 1.4864
C -0.4541 0.2926 0.2603
C 1.0566 0.2362 0.6600
C 1.9939 1.2911 0.1216
N 2.0328 1.2192 -1.4060
N -0.7307 0.5903 -1.1565
H -2.4897 -1.7709 1.5983
H -0.9180 1.1176 0.8061
H 1.4662 -0.7182 0.3023
H 1.1033 0.2157 1.7512
H 3.0534 1.1045 0.3395
H 1.8067 2.3264 0.4028
H 2.3101 0.3021 -1.7265
H 2.7104 1.8931 -1.7528
H 0.9884 1.4211 -1.6750
H -1.6265 1.0236 -1.3343
H -0.6529 -0.2225 -1.7655
```



Which structure loses on stability? <i> does.